74
Properties=species:S:1:pos:R:3 method="wB97M-V/def2-TZVPD" energy_ev=-66061.8618 homo_energy_ha="-0.18818 / -0.18818" total_charge=-1 gap_ev="7.236 / 7.237"
Ir 0.707 -0.478 -0.448
O 0.750 -0.184 -2.460
C 1.642 -0.775 -3.212
C 1.260 -1.128 -4.525
C 2.155 -1.676 -5.414
C 3.484 -1.906 -5.052
C 3.883 -1.578 -3.777
C 2.999 -1.019 -2.840
C 3.539 -0.776 -1.524
N 2.841 -0.405 -0.508
N 3.467 -0.297 0.722
C 2.566 -0.240 1.668
O 1.271 -0.215 1.493
C 3.029 -0.145 3.077
C 4.379 -0.277 3.396
C 4.795 -0.181 4.714
C 3.870 0.046 5.724
C 2.524 0.170 5.411
C 2.103 0.071 4.093
H 0.229 -0.954 -4.800
H 1.813 -1.942 -6.408
H 4.181 -2.346 -5.753
H 4.907 -1.758 -3.469
H 4.602 -0.966 -1.367
H 5.087 -0.453 2.599
H 5.846 -0.287 4.955
H 4.196 0.118 6.754
H 1.796 0.338 6.194
H 1.055 0.145 3.839
C -3.933 1.045 -1.569
C -2.476 0.608 -1.795
C -1.849 1.611 -2.778
C -2.528 -0.741 -2.531
Si -1.437 0.483 -0.132
C -0.984 2.291 0.477
C 0.239 2.788 -0.313
C -2.117 3.313 0.305
C -0.579 2.332 1.958
C -2.517 -0.420 1.226
C -3.194 -1.670 0.646
C -3.626 0.454 1.834
C -1.620 -0.897 2.375
H -4.425 1.153 -2.545
H -4.026 2.000 -1.053
H -4.500 0.303 -1.008
H -2.428 1.594 -3.710
H -0.821 1.348 -3.019
H -1.871 2.636 -2.413
H -2.972 -0.578 -3.522
H -3.147 -1.472 -2.012
H -1.543 -1.173 -2.674
H 0.084 2.793 -1.389
H 1.124 2.177 -0.111
H 0.481 3.813 -0.001
H -2.386 3.483 -0.734
H -1.792 4.278 0.717
H -3.021 3.020 0.840
H 0.209 1.614 2.183
H -1.419 2.145 2.627
H -0.197 3.334 2.190
H -4.005 -1.420 -0.039
H -3.635 -2.248 1.468
H -2.498 -2.322 0.125
H -4.340 0.808 1.090
H -3.232 1.324 2.358
H -4.189 -0.135 2.570
H -0.844 -1.578 2.028
H -2.239 -1.434 3.105
H -1.128 -0.078 2.897
O -1.089 -4.319 -0.483
Cl 0.107 -3.551 -0.524
O 1.025 -4.054 -1.490
O 0.707 -3.396 0.755
O -0.340 -2.167 -1.014

14
Properties=species:S:1:pos:R:3 method="wB97M-V/def2-TZVPD" smiles="N[C@]12C[C@@H]1O2.C=O" energy_ev=-9841.9700 homo_energy_ha=-0.28221 total_charge=0 relative_energy_kcal_mol=122.45 gap_ev=8.193
N 1.594 0.718 1.633
C 0.665 0.341 0.747
O -0.456 0.958 0.642
C 0.537 -0.930 0.048
C -0.931 -0.673 0.574
C -1.527 0.339 -2.140
O -1.297 -0.597 -2.866
H 1.416 1.525 2.213
H 2.502 0.284 1.650
H 1.122 -1.751 0.473
H 0.572 -0.925 -1.044
H -0.926 -0.907 1.655
H -0.739 1.062 -1.853
H -2.531 0.556 -1.734

14
Properties=species:S:1:pos:R:3 method="wB97M-V/def2-TZVPD" smiles=CSc1onnc1C energy_ev=-20105.0281 homo_energy_ha=-0.31727 total_charge=0 relative_energy_kcal_mol=99.47 gap_ev=9.035
C -1.566 -1.202 -1.701
C -0.017 0.127 -0.205
C 0.892 0.751 0.695
C 1.235 0.188 2.019
H -2.476 -0.629 -1.556
H -2.062 -2.145 -1.942
H -0.842 -0.959 -2.488
H 1.706 -0.782 1.933
H 1.813 0.838 2.871
H 0.136 0.094 2.451
N 0.610 2.194 -0.927
N 1.286 1.916 0.175
O -0.160 1.098 -1.140
S -0.554 -1.490 -0.187

7
Properties=species:S:1:pos:R:3 method="wB97M-V/def2-TZVPD" energy_ev=-19876.8197 homo_energy_ha=0.01318 total_charge=-2 relative_energy_kcal_mol=7.73 gap_ev=5.909
C -1.653 0.737 -0.023
N 1.445 -0.291 0.273
N -1.425 1.866 0.123
N 2.508 -0.641 0.014
N 3.606 -0.888 -0.243
O -3.857 -0.617 -0.102
S -2.302 -0.810 -0.028

13
Properties=species:S:1:pos:R:3 method="wB97M-V/def2-TZVPD" smiles="C=CCSC" energy_ev=-15111.3378 homo_energy_ha=-0.31311 total_charge=0 relative_energy_kcal_mol=24.16 gap_ev=9.583
C -1.392 0.727 -1.488
C 0.864 0.714 0.501
C 1.040 -0.736 0.437
C 0.346 -1.509 1.256
H -1.600 1.628 -1.921
H -1.947 0.684 -0.562
H -1.494 -0.145 -2.081
H 1.757 1.347 0.623
H 0.128 0.876 1.291
H 1.725 -1.266 -0.305
H 0.668 -2.578 1.381
H -0.340 -1.129 2.033
S 0.245 1.387 -1.165

10
Properties=species:S:1:pos:R:3 method="wB97M-V/def2-TZVPD" smiles="O=C([O-])C(=O)B(O)O" energy_ev=-13024.1055 homo_energy_ha=-0.14245 total_charge=-1 relative_energy_kcal_mol=22.45 gap_ev=7.198
B -0.396 -0.129 -0.872
C -0.342 0.901 0.380
C 0.531 0.343 1.505
O 0.387 -0.176 2.599
O 1.565 0.531 0.855
O -0.684 2.067 0.435
O -1.629 -0.501 -1.465
O 0.699 -0.927 -1.109
H -1.400 -1.269 -1.986
H 1.270 -0.841 -0.340